[1]
{"formula": "C3H7BO", "method": "ωB97M-V/def2-TZVPD", "elements": ["B", "C", "C", "C", "O", "H", "H", "H", "H", "H", "H", "H"], "xyz": [[-1.018735, 1.449304, -0.026399], [-0.108223, 0.394133, -0.730583], [0.387600, -0.848754, 0.288592], [1.354574, -1.791963, -0.334299], [1.791231, -1.757704, -1.447278], [-2.112343, 1.168241, 0.279751], [-0.623371, 2.533628, 0.170952], [0.819745, 0.796693, -1.132726], [-0.624006, -0.120869, -1.540662], [-0.501567, -1.405410, 0.586308], [0.825449, -0.414094, 1.185953], [1.652255, -2.595210, 0.376827]], "forces_ev_per_angstrom": [[0.5, -0.6, -0.4], [1.1, -1.8, 1.3], [-1.4, 2.5, -1.5], [0.1, -0.3, 0.5], [0.0, 0.1, -0.3], [-0.5, -0.1, 0.2], [0.1, 0.5, 0.2], [0.0, 0.1, -0.1], [-0.1, 0.0, -0.1], [0.0, -0.1, 0.2], [0.1, -0.1, 0.1], [0.1, -0.1, -0.2]], "mulliken_charge": [0.11, -0.56, -0.52, 0.01, -0.45, -0.07, -0.06, 0.30, 0.26, 0.31, 0.35, 0.32], "total_energy_ev": -5946.6805, "largest_force_ev_per_a": 3.21, "charge": 0, "multiplicity": 1, "e_above_lowest_kcal_mol": 29.6, "homo_energy_ev": -10.04, "orbital_gap_ev": 10.22}



[2]
{"formula": "C18H19INO6RbSTe", "method": "ωB97M-V/def2-TZVPD", "elements": ["Rb", "O", "C", "O", "C", "O", "C", "C", "O", "O", "H", "H", "H", "H", "H", "O", "N", "C", "C", "C", "C", "C", "S", "H", "H", "H", "H", "C", "Te", "C", "C", "C", "C", "C", "C", "C", "H", "H", "H", "H", "H", "H", "H", "H", "I", "C", "H", "H"], "xyz": [[-1.635158, -0.372682, -0.493903], [-1.251579, -1.936031, 3.769315], [-0.817392, -1.333833, 2.637806], [-1.144770, -0.214578, 2.345370], [0.086110, -2.253637, 1.861553], [0.633383, -1.569805, 0.780919], [1.323352, -2.440878, -0.115496], [1.811257, -1.687948, -1.376805], [2.728408, -2.264026, -1.982919], [1.241784, -0.605177, -1.671303], [-1.893331, -1.327787, 4.167012], [-0.519616, -3.118141, 1.551210], [0.850419, -2.621147, 2.564621], [0.648477, -3.247849, -0.424405], [2.187535, -2.877219, 0.398085], [-3.427989, 1.415417, -1.323911], [-4.330095, 0.803157, -2.032706], [-3.986344, 0.428658, -3.289248], [-4.822765, -0.277677, -4.113219], [-6.094783, -0.600449, -3.632394], [-6.451725, -0.192116, -2.373333], [-5.588398, 0.537528, -1.519038], [-6.039084, 1.049435, 0.025597], [-2.980614, 0.731613, -3.542572], [-4.481543, -0.569384, -5.096160], [-6.790075, -1.168597, -4.238290], [-7.424867, -0.425124, -1.965677], [2.037024, 3.348093, 1.130024], [1.342215, 1.847080, -0.259272], [2.971276, 0.733378, 0.534883], [3.947595, 1.743193, 1.068657], [5.288599, 1.431475, 1.270468], [6.177533, 2.382317, 1.751336], [5.727722, 3.662210, 2.038806], [4.390887, 3.980940, 1.844076], [3.492768, 3.036362, 1.359151], [1.481238, 3.278019, 2.066504], [1.896462, 4.347277, 0.720001], [3.392655, 0.116693, -0.255212], [2.595923, 0.078488, 1.321503], [5.633398, 0.431925, 1.031647], [7.221131, 2.125443, 1.890194], [6.414996, 4.415344, 2.406344], [4.036912, 4.982435, 2.063186], [-2.233808, -5.192006, 0.567847], [-2.343915, -3.358865, -0.787359], [-3.423534, -3.418875, -1.005377], [-1.877672, -3.832651, -1.667514]], "forces_ev_per_angstrom": [[0.2, -0.1, -0.1], [0.0, 0.1, 0.0], [0.0, -0.1, 0.1], [0.0, -0.1, 0.1], [-0.1, -0.1, 0.1], [0.1, 0.1, 0.0], [0.0, 0.1, 0.0], [0.1, -0.2, 0.1], [0.0, 0.0, 0.0], [-0.2, 0.1, 0.2], [0.1, 0.0, -0.1], [0.0, 0.0, 0.0], [0.0, 0.0, -0.1], [0.0, 0.0, 0.0], [0.0, 0.0, -0.1], [-0.2, 0.4, 0.0], [0.0, 0.0, -0.1], [0.0, -0.1, 0.0], [0.0, 0.1, 0.0], [0.0, 0.0, 0.0], [0.1, 0.0, -0.1], [-0.1, 0.0, -0.1], [0.0, 0.1, 0.2], [0.0, 0.0, -0.1], [0.0, 0.0, 0.0], [0.0, 0.0, 0.0], [0.0, 0.0, 0.0], [0.0, -0.1, 0.0], [0.0, -0.1, -0.2], [0.0, 0.0, 0.1], [0.0, 0.1, 0.0], [0.0, 0.0, 0.0], [0.0, 0.0, 0.0], [0.0, 0.1, 0.0], [0.0, 0.0, 0.0], [0.0, 0.0, 0.0], [0.0, 0.0, 0.0], [0.0, 0.0, 0.0], [0.0, 0.0, 0.0], [0.0, 0.0, 0.0], [0.0, 0.0, 0.0], [0.0, 0.0, 0.0], [0.0, 0.0, 0.0], [0.0, 0.0, 0.0], [0.0, 0.1, -0.1], [0.0, -0.3, 0.1], [0.0, 0.0, 0.0], [0.0, 0.1, 0.0]], "mulliken_charge": [0.87, -0.48, 0.55, -0.56, -0.10, 0.16, -0.32, 0.34, -0.80, -0.61, 0.36, -0.23, 0.30, 0.27, 0.23, -0.82, 0.48, -0.20, -0.79, -0.03, -0.73, 0.00, -0.46, 0.48, 0.36, 0.34, 0.34, -1.36, 0.27, -0.87, 0.55, -0.65, -0.52, -0.49, -0.63, 0.58, 0.33, 0.44, 0.52, 0.27, 0.44, 0.37, 0.36, 0.39, -0.43, -1.13, 0.33, 0.30], "total_energy_ev": -59633.5657, "largest_force_ev_per_a": 0.43, "charge": -2, "multiplicity": 1, "e_above_lowest_kcal_mol": 4.4, "homo_energy_ev": -1.72, "orbital_gap_ev": 5.59}